48
Properties=species:S:1:pos:R:3:forces:R:3 method="wB97M-V/def2-TZVPD" energy_ha=-2255.90285 multiplicity=5 s_squared=6.327 homo_energy_ev="-2.52 / -3.91" charge=-1 orbital_gap_ev="4.7 / 6.1"
Pm 0.91089 -1.04756 -0.22539 -1.4363 1.0495 -1.0830
Cl 0.40217 -2.93712 -1.80835 -0.1511 -0.5942 -0.2587
C 1.89372 0.34733 -1.92833 -0.0265 -0.2698 0.4516
H 2.84467 0.73292 -1.52581 -0.1625 0.1461 -0.3235
H 1.14259 1.15976 -1.94898 0.2339 0.0205 0.0804
H 2.00071 -0.01895 -2.95210 0.1514 -0.0064 0.1062
In -3.06796 0.50573 -0.42385 0.0903 0.4664 0.2029
C -4.44093 -0.84328 0.62414 0.4018 -0.1269 0.2368
C -3.12406 0.05585 -2.56665 0.0650 0.0407 -0.0845
C -2.66421 2.39010 0.42687 0.1495 -0.0450 0.1634
H -3.08229 0.97321 -3.16186 0.0924 -0.1146 -0.0185
H -2.27498 -0.59018 -2.83705 -0.3110 0.1758 -0.0418
H -4.06376 -0.46085 -2.80048 0.2129 -0.0015 0.0203
H -4.75130 -0.35948 1.55630 -0.0067 -0.2310 -0.0733
H -5.32068 -1.03691 0.00066 0.1698 -0.0517 0.0903
H -3.90949 -1.78279 0.84282 -0.4395 0.1794 0.0150
H -2.47874 3.29278 -0.18398 0.2826 -0.5092 0.2895
H -2.40946 2.54309 1.49962 -0.2982 -0.1060 -0.7494
O 2.98294 -4.26206 1.90750 0.3735 0.7795 0.0467
C 3.20584 -3.07479 1.91233 0.0562 0.9696 -0.1103
N 4.26942 -2.39509 2.52967 -0.3789 -1.5800 -0.3346
C 4.13147 -0.95556 2.52149 -0.3202 0.0371 0.6487
C 2.85201 -0.85671 1.68307 -1.6279 1.0213 -0.5874
O 2.20542 0.20924 1.33188 1.8677 -1.4899 1.0861
N 2.41220 -2.05132 1.28557 0.9770 -0.6271 1.0407
C 3.95772 -0.44860 3.96072 0.0392 0.2638 -0.2477
C 2.92333 0.42089 4.31565 0.1895 -0.0696 0.3317
C 2.78325 0.82345 5.65102 0.3254 -0.2771 -0.0828
C 3.66424 0.33729 6.62293 0.0083 -0.0108 -0.1786
C 4.72125 -0.50468 6.25475 -0.0349 0.0524 -0.2803
C 4.88851 -0.87080 4.91727 -0.2694 0.1263 0.3462
C 5.24960 -0.28925 1.75074 0.4387 0.3905 -0.1378
C 5.99999 0.77034 2.27492 0.0611 -0.2253 -0.4402
C 7.00082 1.35371 1.48568 -0.2757 -0.1090 0.1502
C 7.21821 0.91195 0.18414 -0.0814 -0.1007 -0.0282
C 6.47154 -0.15225 -0.33308 -0.2512 -0.0486 0.3406
C 5.49201 -0.76012 0.45514 0.4125 0.2163 -0.2009
H 4.89518 -2.92058 3.13514 -0.3366 0.4363 -0.2438
H 2.24068 0.78519 3.54853 0.1572 -0.0833 0.2400
H 1.98518 1.51408 5.92097 0.1688 -0.2134 -0.0209
H 3.53780 0.61808 7.66959 0.0273 -0.0431 -0.2969
H 5.42847 -0.88237 6.99645 -0.2543 0.2078 -0.1505
H 5.75145 -1.48196 4.62895 -0.3857 0.1735 0.0982
H 5.81150 1.13484 3.28748 0.0516 -0.1194 -0.3839
H 7.59566 2.16486 1.90394 -0.1275 -0.1398 -0.1717
H 7.96108 1.40583 -0.43988 -0.0947 -0.1446 0.1487
H 6.63396 -0.51315 -1.34714 0.0170 0.1471 0.2036
H 4.91664 -1.60761 0.05775 0.2503 0.4377 0.1912